Run P
ORCA calculation (wB97M-V/def2-TZVPD) on 2 unconnected molecules or ions with the total composition C7H17NO.

Structure (ORCA input):
```
! wB97M-V def2-TZVPD RIJCOSX def2/J DEFGRID3
* xyz 0 1
C -2.461 0.957 -0.602
C -1.264 1.051 0.337
N -0.357 -0.249 0.016
C -0.678 -1.403 0.703
C 0.534 -0.339 -1.135
C 1.781 -1.165 -0.809
C 0.972 1.040 -1.624
H -2.150 1.049 -1.643
H -2.973 -0.001 -0.491
H -3.156 1.769 -0.371
H -1.574 0.956 1.377
H -0.708 1.971 0.197
H -1.638 -1.334 1.213
H -0.664 -2.320 0.098
H 0.136 -1.306 1.756
H -0.023 -0.846 -1.940
H 1.538 -2.179 -0.502
H 2.416 -1.230 -1.690
H 2.326 -0.671 -0.008
H 0.143 1.603 -2.040
H 1.721 0.930 -2.405
H 1.408 1.587 -0.793
C 1.082 -0.091 2.537
O 1.008 0.796 1.653
H 2.047 -0.617 2.671
H 0.535 0.038 3.493
*
```

Calculated values
Structure (SMILES) = CCN(C)C(C)C.C=O
Frontier orbital gap = 0.321 hartree
Lowest unoccupied orbital energy = 0.03187 hartree

---

Run Q
ORCA calculation (wB97M-V/def2-TZVPD) on 2 unconnected molecules or ions with the total composition C7H17NO.

Structure (ORCA input):
```
! wB97M-V def2-TZVPD RIJCOSX def2/J DEFGRID3
* xyz 0 1
C 2.998 0.596 1.535
C 1.879 1.179 0.673
N 1.069 0.151 0.055
C -0.104 -0.397 0.663
C 1.325 -0.365 -1.237
C 2.146 0.544 -2.103
O 0.753 -1.352 -1.622
H 3.044 -0.494 1.559
H 3.122 0.798 2.611
H 3.922 0.988 1.147
H 1.261 1.971 1.078
H 2.458 1.673 -0.104
H -1.067 0.129 0.362
H -0.207 -1.411 0.301
H -0.095 -0.465 1.754
H 1.584 1.471 -2.277
H 3.163 0.896 -1.949
H 2.187 0.059 -3.084
C -3.226 -0.752 -0.575
C -4.143 -0.702 0.699
H -3.746 -0.820 -1.531
H -2.607 0.090 -0.350
H -2.706 -1.707 -0.658
H -4.298 -1.689 1.126
H -5.116 -0.297 0.513
H -3.595 -0.095 1.416
*
```

Calculated values
Structure (SMILES) = CCN(C)C(C)=O.CC
Frontier orbital gap = 0.360 hartree
Lowest unoccupied orbital energy = 0.03212 hartree

---

Run R
ORCA calculation (wB97M-V/def2-TZVPD) on 2 unconnected molecules or ions with the total composition C7H17NO.

Structure (ORCA input):
```
! wB97M-V def2-TZVPD RIJCOSX def2/J DEFGRID3
* xyz 0 1
C -0.220 -3.087 2.415
C -0.483 -2.036 1.327
N 0.488 -0.979 1.042
C 1.882 -1.321 0.920
C 0.154 0.034 0.114
C -1.237 0.130 -0.445
O 0.973 0.873 -0.206
H -1.091 -3.133 2.997
H 0.410 -2.621 3.124
H 0.432 -3.897 2.079
H -0.437 -2.543 0.252
H -1.567 -1.791 1.364
H 2.178 -1.913 1.740
H 2.122 -1.915 -0.018
H 2.517 -0.423 1.011
H -1.410 -0.748 -1.067
H -1.876 0.580 0.304
H -1.119 0.795 -1.285
C -0.353 2.562 -2.877
C -0.926 3.573 -1.869
H 0.342 2.953 -3.622
H 0.246 1.840 -2.314
H -1.235 2.047 -3.335
H -0.142 4.209 -1.372
H -1.311 3.104 -0.930
H -1.673 4.164 -2.448
*
```

Calculated values
Structure (SMILES) = CCN(C)C(C)=O.CC
Frontier orbital gap = 0.358 hartree
Lowest unoccupied orbital energy = 0.02928 hartree

---

Verdict on stability: run Q comes out on top.

---

Run P
ORCA calculation (wB97M-V/def2-TZVPD) on a molecular structure, C7H17NO.

Structure (ORCA input):
```
! wB97M-V def2-TZVPD RIJCOSX def2/J DEFGRID3
* xyz 0 1
C 0.984 0.882 -2.439
C -0.413 0.835 -1.714
C -0.499 0.315 -0.291
C -0.808 -1.200 -0.325
C 0.296 -2.222 -0.680
C 0.521 0.782 0.716
C -0.268 1.142 2.129
H 1.462 1.976 -1.961
H 1.715 0.052 -2.459
H 0.799 1.303 -3.517
H -0.163 1.989 -1.875
H -1.312 0.838 -2.534
H -1.483 0.440 -0.011
H -1.771 -1.367 -0.980
H -1.333 -1.293 0.691
H 1.447 -1.749 -0.578
H 0.099 -3.035 0.255
H -0.248 -2.584 -1.761
H 1.074 1.616 0.406
H 0.784 -1.085 0.921
H 0.271 1.860 2.857
H -1.261 1.484 2.109
H 0.530 -0.030 3.849
H -1.422 -0.774 3.283
N -0.437 0.094 2.999
O 1.436 -0.269 0.912
*
```

Calculated values
Frontier orbital gap = 0.322 hartree
Lowest unoccupied orbital energy = 0.01966 hartree

---

Run Q
ORCA calculation (wB97M-V/def2-TZVPD) on 2 unconnected molecules or ions with the total composition C7H17NO.

Structure (ORCA input):
```
! wB97M-V def2-TZVPD RIJCOSX def2/J DEFGRID3
* xyz 0 1
C -1.081 -0.560 -2.131
C -0.661 -1.010 -0.717
N 0.871 -0.876 -0.544
C 1.839 -0.661 -1.622
C 1.393 -0.445 0.653
C 2.656 -1.123 1.166
O 0.776 0.220 1.466
H -0.329 -0.207 -2.810
H -1.947 0.086 -2.226
H -1.571 -1.427 -2.542
H -0.986 -0.231 -0.030
H -0.677 -2.063 -0.554
H 2.594 -1.426 -1.723
H 1.323 -0.474 -2.546
H 2.511 0.215 -1.419
H 2.643 -1.121 2.301
H 2.843 -2.080 0.647
H 3.530 -0.470 1.229
C -1.932 2.377 0.870
C -3.290 1.679 1.154
H -1.293 1.658 0.370
H -2.029 3.292 0.291
H -1.514 2.666 1.833
H -3.682 1.419 0.159
H -3.941 2.544 1.356
H -3.336 0.824 1.807
*
```

Calculated values
Structure (SMILES) = CCN(C)C(C)=O.CC
Frontier orbital gap = 0.359 hartree
Lowest unoccupied orbital energy = 0.03192 hartree

---

Verdict on stability: run Q comes out on top.